DFT (ωB97M-V/def2-TZVPD) results for C25H37FeN2P2 as an isolated structure.

The geometry in ORCA input format:
```
! RIJCOSX wB97M-V def2-TZVPD def2/J DEFGRID3
* xyz 2 2
Fe 0.18982 0.60075 -0.15976
C 0.20953 2.00042 4.01527
C 0.52579 0.55212 3.64216
C -0.72210 -0.32690 3.77698
P 1.20210 0.35135 1.94568
C 2.93663 1.02270 1.93255
C 3.69064 0.47428 0.71653
C 3.02305 2.55089 1.94185
C 1.53467 -1.40630 1.73981
C 2.40979 -2.14880 2.51707
C 2.71661 -3.45217 2.15581
C 2.18292 -3.99829 0.99020
C 1.29285 -3.27726 0.22119
C 0.91341 -1.98649 0.62625
N -0.04295 -1.20145 -0.06019
C -1.10925 -1.89956 -0.69361
C -1.62465 -3.11784 -0.23079
C -2.64990 -3.72970 -0.92735
C -3.18132 -3.14574 -2.07326
C -2.73219 -1.90043 -2.48689
C -1.72083 -1.26970 -1.77939
P -1.19069 0.42675 -1.98747
C -0.90881 0.68584 -3.78303
C -0.52565 2.12000 -4.14422
C 0.14676 -0.30909 -4.27403
C -2.70022 1.39669 -1.49079
C -2.35151 2.84735 -1.14094
C -3.37325 0.74851 -0.27623
H -0.34185 2.00587 4.95566
H -0.42047 2.48291 3.26417
H 1.10185 2.60143 4.16504
H 1.31320 0.16941 4.29946
H -1.52749 0.04070 3.13600
H -1.08153 -0.29606 4.80521
H -0.52711 -1.37028 3.52564
H 3.40230 0.64975 2.85042
H 3.11096 0.60903 -0.20661
H 3.93096 -0.58335 0.80341
H 4.62540 1.01989 0.58563
H 2.78513 2.95702 0.96273
H 4.04801 2.84458 2.16978
H 2.37576 3.02778 2.67207
H 2.87712 -1.70977 3.38981
H 3.39943 -4.03309 2.76105
H 2.46914 -4.99436 0.68162
H 0.91953 -3.69387 -0.70265
H -1.25689 -3.56019 0.68333
H -3.04382 -4.67199 -0.57181
H -3.97197 -3.64373 -2.61774
H -3.19513 -1.41541 -3.33740
H -1.87474 0.45345 -4.24322
H 0.37475 2.43456 -3.61766
H -1.32533 2.83124 -3.94472
H -0.30979 2.16683 -5.21162
H 1.11883 -0.10205 -3.81966
H 0.26150 -0.21715 -5.35380
H -0.12321 -1.34261 -4.05576
H -3.38614 1.38887 -2.34298
H -1.80539 2.89484 -0.19315
H -3.26980 3.41829 -1.00332
H -1.75897 3.35095 -1.90180
H -2.66437 0.64103 0.55499
H -3.79002 -0.23363 -0.48781
H -4.18319 1.38851 0.07436
N 1.21481 3.33648 -1.16804
C 0.85178 2.31028 -0.79416
H 1.53550 4.23594 -1.47987
*
```

Calculated values
- Highest occupied orbital energy (alpha / beta): -14.528 / -14.577 eV
- Expectation value of S²: 0.8390
- Orbital gap (alpha / beta): 6.1 / 6.2 eV
- Energy relative to the best compared isomer or geometry (same formula, charge and spin): 0.00 kcal per mole

DFT (ωB97M-V/def2-TZVPD) results for C19H23F3N5S4Ti as an isolated structure.

The geometry in ORCA input format:
```
! RIJCOSX wB97M-V def2-TZVPD def2/J DEFGRID3
* xyz 2 2
Ti -0.85901 0.74860 1.03990
F 2.80829 2.31775 -2.02896
C 2.01425 3.40015 -2.02422
F 2.21213 4.06238 -3.16457
F 2.39982 4.18288 -1.01265
C 0.56271 2.99065 -1.87915
C -0.35903 3.32200 -2.85800
C -1.68580 2.91872 -2.75346
C -2.04697 2.17451 -1.65303
N -1.15984 1.87748 -0.69696
C 0.11841 2.26587 -0.78016
S 1.17306 1.77488 0.59528
H -0.03325 3.89503 -3.71524
H -2.41471 3.15771 -3.51300
H -3.05398 1.80039 -1.51667
C -1.71979 4.39605 1.26645
C -2.26836 3.39749 2.22935
N -1.92195 2.11712 2.28135
C -2.57892 1.46770 3.32241
C -3.43433 2.24264 4.02304
S -3.39194 3.82834 3.40274
C -2.17679 0.07482 3.57056
C -2.66403 -0.80579 4.47091
S -1.72779 -2.23287 4.43166
C -0.75629 -1.62107 3.20298
N -1.09400 -0.39659 2.83004
C 0.36194 -2.39636 2.59324
H -0.63154 4.32041 1.24029
H -1.99210 5.40748 1.55813
H -2.11305 4.21099 0.26690
H -4.04411 1.97620 4.86956
H -3.48755 -0.68290 5.15373
H 0.96314 -2.88607 3.35788
H 1.01361 -1.73182 2.02524
H -0.03536 -3.15384 1.91658
C 1.11638 -4.31814 -3.46730
C 1.07895 -4.31863 -1.95366
N 0.13086 -3.32762 -1.40822
C 0.31115 -2.09493 -0.95229
S -1.14375 -1.29681 -0.41118
N 1.46933 -1.45315 -0.91735
C 2.80400 -1.79057 -1.44805
C 3.72320 -2.38833 -0.40485
H 1.79777 -5.09081 -3.82054
H 1.45141 -3.35970 -3.86509
H 0.13217 -4.52580 -3.88610
H 2.05455 -4.14379 -1.50825
H 0.74108 -5.27939 -1.56570
H -0.84112 -3.60296 -1.41038
H 1.40518 -0.54274 -0.47553
H 3.20109 -0.84465 -1.81849
H 2.68760 -2.42360 -2.32441
H 3.89258 -1.69435 0.41877
H 4.69214 -2.61431 -0.84761
H 3.31855 -3.31065 0.01405
*
```

Calculated values
- Highest occupied orbital energy (alpha / beta): -14.298 / -14.688 eV
- Expectation value of S²: 0.7552
- Orbital gap (alpha / beta): 7.8 / 8.5 eV

DFT (ωB97M-V/def2-TZVPD) results for C29H37FeN3O2 as an isolated structure.

The geometry in ORCA input format:
```
! RIJCOSX wB97M-V def2-TZVPD def2/J DEFGRID3
* xyz 1 6
Fe -0.19492 0.24984 -0.26473
O 2.91335 -1.31470 2.18344
C 2.18069 -1.04036 1.26433
N 0.81790 -0.93943 1.27880
C 0.12880 -1.51361 2.30597
O 0.56752 -2.00587 3.31743
C -1.35798 -1.55862 2.00809
C -2.20896 -2.13548 2.94201
C -3.55373 -2.26219 2.63521
C -3.99148 -1.83425 1.39051
C -3.07395 -1.25730 0.52938
N -1.78898 -1.10022 0.82923
C 2.73756 -0.81356 -0.12495
C 4.10879 -0.93489 -0.31302
C 4.62261 -0.80532 -1.59092
C 3.73924 -0.59680 -2.63968
C 2.38751 -0.45389 -2.35590
N 1.89134 -0.54122 -1.12348
H -1.79059 -2.46888 3.88038
H -4.24188 -2.69048 3.34621
H -5.02086 -1.94079 1.09165
H -3.37873 -0.91156 -0.44709
H 4.72828 -1.11978 0.55009
H 5.68654 -0.86565 -1.76648
H 4.08607 -0.53389 -3.65753
H 1.67878 -0.26409 -3.15232
C -0.15694 2.62387 -1.20688
C 0.33330 2.80988 0.10813
C -0.79942 2.60317 1.00614
C -1.89817 2.25612 0.18206
C -1.53598 2.30643 -1.17835
C -2.40833 2.05373 -2.37738
C -3.86809 1.83614 -1.97379
C -2.33056 3.24936 -3.33669
C -1.87230 0.78102 -3.06347
C -0.99645 2.82548 2.49599
C -0.37519 4.14511 2.97330
C -0.43215 1.64626 3.30803
C -2.49363 2.90949 2.84401
C 1.77159 3.25406 0.30154
C 2.61381 2.87792 -0.93461
C 2.44758 2.58185 1.50218
C 1.83503 4.78858 0.42523
H 0.40108 2.83488 -2.09949
H -2.90199 2.09306 0.52234
H -4.26633 2.70542 -1.45773
H -3.97421 0.97173 -1.32404
H -4.47538 1.66792 -2.85917
H -2.69793 4.14716 -2.84535
H -2.94126 3.06540 -4.21643
H -1.30975 3.43137 -3.65932
H -1.64259 -0.00007 -2.31365
H -0.96984 0.99880 -3.62679
H -2.61333 0.38127 -3.74970
H 0.70613 4.13146 2.94434
H -0.66726 4.32511 4.00420
H -0.74168 4.97199 2.36958
H 0.61842 1.46602 3.11338
H -0.98682 0.73970 3.07297
H -0.55313 1.85008 4.36976
H -2.99707 3.67438 2.25835
H -2.59056 3.17725 3.89323
H -2.99799 1.95600 2.70543
H 2.40953 1.86057 -1.25253
H 3.66612 2.95260 -0.68357
H 2.43319 3.55165 -1.76504
H 2.35814 1.49786 1.42585
H 2.03038 2.89665 2.45007
H 3.50532 2.83757 1.51681
H 2.87272 5.08678 0.54837
H 1.26757 5.17113 1.26500
H 1.45298 5.25105 -0.48176
*
```

Calculated values
- Highest occupied orbital energy (alpha / beta): -11.733 / -11.755 eV
- Expectation value of S²: 8.7716
- Orbital gap (alpha / beta): 8.9 / 6.3 eV
- Energy relative to the best compared isomer or geometry (same formula, charge and spin): 15.27 kcal per mole

DFT (ωB97M-V/def2-TZVPD) results for a 2-piece molecular cluster, C3H6NO2 overall.

The geometry in ORCA input format:
```
! RIJCOSX wB97M-V def2-TZVPD def2/J DEFGRID3
* xyz 1 1
C -1.81732 1.14187 -0.09772
C 2.43368 0.36853 -0.11575
C -0.53920 -0.82627 0.52902
N -1.25190 0.15497 0.36004
O -0.51391 -1.89853 -0.27764
O 1.25931 0.23791 -0.42685
H -2.90677 1.24872 0.35260
H 2.87365 -0.06574 0.87836
H 3.10164 0.83274 -0.88058
H -1.52033 1.92255 -0.78948
H 0.08248 -1.14490 1.46333
H -1.20133 -1.97185 -0.99534
*
```

Calculated values
- Highest occupied orbital energy: -14.480 eV
- Orbital gap: 9.5 eV
- Energy relative to the best compared isomer or geometry (same formula, charge and spin): 61.63 kcal per mole

DFT (ωB97M-V/def2-TZVPD) results for one molecule with the formula C6H11FO5.

The geometry in ORCA input format:
```
! RIJCOSX wB97M-V def2-TZVPD def2/J DEFGRID3
* xyz 0 1
O -1.33108 2.26165 -1.63618
C -0.81781 0.96934 -1.86360
C -0.60673 0.18268 -0.56179
O 0.16263 -0.95570 -0.90528
C 0.26714 -1.90085 0.12564
O -0.79299 -2.80340 0.10662
C 0.32579 -1.25201 1.52145
F -0.93703 -1.08519 2.04152
C 0.99090 0.12200 1.40952
O 2.26890 -0.05127 0.87310
C 0.11003 1.03531 0.52177
O 0.95967 2.02223 -0.00610
H -2.22886 2.19168 -1.29270
H 0.15051 1.09852 -2.35214
H -1.46521 0.39139 -2.53208
H -1.57636 -0.14062 -0.15360
H 1.22861 -2.40653 -0.05768
H -0.86767 -3.17409 -0.78051
H 0.86471 -1.90671 2.21096
H 1.06132 0.57264 2.41261
H 2.45939 0.74938 0.35998
H -0.66059 1.49932 1.15546
H 0.43473 2.58022 -0.59697
*
```

Calculated values
- Highest occupied orbital energy: -9.765 eV
- Orbital gap: 10.3 eV
- Energy relative to the best compared isomer or geometry (same formula, charge and spin): 4.53 kcal per mole

DFT (ωB97M-V/def2-TZVPD) results for a 2-piece molecular cluster, C4H9ClO2 overall.

The geometry in ORCA input format:
```
! RIJCOSX wB97M-V def2-TZVPD def2/J DEFGRID3
* xyz 0 1
C -0.89214 -1.12110 1.53834
C -0.87880 -0.20852 0.33000
Cl -2.01587 -0.98510 -0.89773
C -1.36761 1.19725 0.45376
O -2.26734 1.76534 -0.09336
H -0.40072 -2.01172 1.24185
H -1.80531 -1.31925 2.01474
H -0.34141 -0.63992 2.31179
H 0.08494 -0.22750 -0.18438
H -0.71996 1.59873 1.24309
C 1.83503 0.72811 -1.37360
O 1.71942 -0.50806 -0.64283
H 2.84290 1.01027 -1.49608
H 1.12537 1.47269 -0.78221
H 1.32446 0.61938 -2.46817
H 1.75704 -1.37060 -1.19524
*
```

Calculated values
- Highest occupied orbital energy: -9.969 eV
- Orbital gap: 10.5 eV
- Energy relative to the best compared isomer or geometry (same formula, charge and spin): 40.50 kcal per mole

DFT (ωB97M-V/def2-TZVPD) results for a 13-piece molecular cluster, C52H78O26 overall.

The geometry in ORCA input format:
```
! RIJCOSX wB97M-V def2-TZVPD def2/J DEFGRID3
* xyz 0 1
O -4.80845 -8.50285 1.18357
C -3.84320 -8.22026 0.40178
O -3.94484 -7.71911 -0.82910
C -2.74471 -7.50399 -1.49759
C -1.66419 -7.92259 -0.48787
C -2.41194 -8.81173 0.42372
H -2.68278 -6.44788 -1.76007
H -2.72595 -8.14596 -2.37829
H -1.34462 -7.06159 0.09920
H -0.78907 -8.38464 -0.94480
H -1.91937 -8.79382 1.39592
H -2.35847 -9.80696 -0.01759
O -2.65022 -7.23040 8.37374
C -2.68790 -6.38537 7.50161
O -1.69889 -6.17968 6.61624
C -1.84019 -4.96488 5.88396
C -3.04277 -4.31189 6.49343
C -3.83874 -5.45383 7.12133
H -2.02215 -5.24182 4.84555
H -0.98383 -4.29055 5.89010
H -3.68066 -3.81732 5.76090
H -2.67938 -3.65476 7.28351
H -4.40728 -6.04065 6.39987
H -4.47129 -5.10960 7.93955
O 5.63573 -0.47964 8.12730
C 5.13152 -0.15295 7.06246
O 4.25563 -1.03147 6.44586
C 3.73902 -0.41139 5.31343
C 4.21027 1.07867 5.30396
C 5.28250 1.15975 6.43163
H 2.66044 -0.55898 5.36816
H 4.12437 -0.87175 4.40367
H 3.51426 1.90228 5.46314
H 4.58168 1.25870 4.29513
H 5.21206 1.95311 7.17574
H 6.19588 1.27741 5.84854
O -2.73555 -2.31761 0.71932
C -1.95306 -1.40184 0.43861
O -1.13009 -1.49786 -0.67849
C -0.37498 -0.36323 -0.88006
C -0.58525 0.53456 0.34618
C -1.72284 -0.04978 1.12400
H -0.74339 0.09874 -1.79601
H 0.67459 -0.63069 -1.00246
H -0.80344 1.53662 -0.02310
H 0.35798 0.58108 0.89047
H -2.63939 0.53754 1.06826
H -1.42122 -0.20849 2.15934
O -6.83885 -0.66321 -9.25517
C -6.06088 0.10081 -8.69308
O -5.87669 0.05057 -7.38702
C -4.73872 0.78973 -6.90118
C -3.85969 0.97999 -8.15077
C -4.92217 0.89166 -9.30415
H -4.36523 0.11655 -6.12955
H -5.05757 1.68495 -6.36730
H -3.14689 0.15546 -8.13864
H -3.29999 1.91469 -8.18495
H -4.53879 0.38709 -10.19102
H -5.23391 1.92171 -9.47714
O -2.64102 8.17770 1.02731
C -2.56653 8.03849 2.24381
O -1.96959 8.87963 3.09457
C -1.94498 8.35796 4.43907
C -2.42149 6.86935 4.34150
C -3.15561 6.87789 2.95186
H -2.73644 8.88132 4.97552
H -0.99278 8.44840 4.96179
H -3.20006 6.60565 5.05732
H -1.67763 6.07281 4.35833
H -4.21296 7.11122 3.07707
H -2.95940 6.04557 2.27596
O -10.95236 -2.87413 -4.05953
C -9.80238 -3.33674 -4.06910
O -8.89161 -3.11166 -3.11300
C -7.84065 -4.06708 -3.19950
C -8.26731 -5.20245 -4.12195
C -9.26075 -4.43833 -4.97659
H -7.75145 -4.40196 -2.16605
H -6.88113 -3.61119 -3.44364
H -8.77244 -5.94395 -3.50298
H -7.46078 -5.68626 -4.67289
H -10.08775 -5.05121 -5.33513
H -8.85429 -3.84431 -5.79514
O -1.07467 2.09004 7.92370
C -1.09433 2.88643 8.87333
O -2.29026 3.38350 9.19328
C -2.04959 4.43773 10.08416
C -0.49187 4.67090 10.23153
C 0.08898 3.50362 9.67097
H -2.41939 4.11563 11.05761
H -2.61218 5.31752 9.77182
H -0.03145 4.70096 11.21905
H -0.18351 5.52201 9.62438
H 0.26358 2.71287 10.40058
H 1.00581 3.60598 9.09042
O -1.28439 5.19004 -5.23532
C -0.69529 5.92219 -5.94105
O 0.69908 5.89806 -6.13918
C 1.06740 6.80426 -7.13722
C -0.22187 7.21789 -7.77258
C -1.30693 7.00039 -6.76316
H 1.67373 6.23578 -7.84241
H 1.53338 7.61892 -6.58287
H -0.46715 6.76327 -8.73240
H -0.02534 8.27162 -7.97041
H -2.26221 6.61209 -7.11636
H -1.38426 7.85866 -6.09571
O -0.34802 -3.85663 -6.23461
C 0.80388 -3.84562 -5.83707
O 1.56932 -2.77659 -6.03868
C 2.97141 -3.14672 -5.80937
C 2.92109 -4.68552 -5.68239
C 1.55594 -4.99501 -5.26614
H 3.36462 -2.60541 -4.94886
H 3.69584 -2.89845 -6.58503
H 3.50881 -5.03536 -4.83368
H 3.09183 -5.19478 -6.63086
H 1.50882 -5.04303 -4.17822
H 1.22139 -5.91813 -5.73945
O 8.37099 1.17250 -0.45127
C 8.02832 1.57235 -1.57918
O 8.65704 2.54550 -2.25821
C 8.09461 2.66890 -3.55714
C 7.19607 1.46271 -3.74579
C 6.86526 0.99766 -2.36512
H 8.85177 2.65607 -4.34112
H 7.49034 3.57604 -3.54968
H 7.78070 0.69569 -4.25372
H 6.34358 1.89720 -4.26788
H 6.81675 -0.09077 -2.33239
H 5.93230 1.29118 -1.88394
O 3.97417 -4.83457 0.96460
C 4.20881 -6.00492 1.41374
O 3.39484 -6.51553 2.37459
C 3.88668 -7.72893 2.82414
C 5.22241 -7.91823 2.12445
C 5.24663 -6.99458 0.93049
H 3.14716 -8.42239 2.42374
H 3.94622 -7.82749 3.90804
H 5.39662 -8.96238 1.86464
H 6.08488 -7.60616 2.71339
H 5.07679 -7.41117 -0.06234
H 6.16258 -6.41355 0.82313
O 4.03262 5.89065 1.03743
C 4.45992 6.87336 0.47929
O 5.47137 6.86330 -0.43918
C 5.76787 8.25006 -0.79956
C 5.10469 9.16618 0.18735
C 3.96908 8.29615 0.67470
H 5.39852 8.51233 -1.79097
H 6.84234 8.41368 -0.88231
H 4.78779 10.06548 -0.34079
H 5.90290 9.42629 0.88255
H 3.10429 8.54827 0.06095
H 3.69584 8.48256 1.71330
*
```

Calculated values
- Highest occupied orbital energy: -9.652 eV
- Orbital gap: 9.6 eV
- Energy relative to the best compared isomer or geometry (same formula, charge and spin): 168.79 kcal per mole